*a*
A single C21H24N4O2 molecule. Source: the Open Molecules 2025 dataset; level of theory: ωB97M-V/def2-TZVPD.

## Properties
HOMO energy ... -8.683 eV
Frontier orbital gap ... 9.3 eV
Spin multiplicity ... 1
SMILES ... CCOc1ccccc1C(=O)N1CCC(n2nnc3cc(C)ccc32)CC1
Lowest unoccupied orbital energy ... 0.6 eV

```
51
C21H24N4O2, DFT ωB97M-V/def2-TZVPD
C -4.188 -3.805 0.200
C -2.978 -4.650 -0.193
O -1.850 -3.864 -0.522
C -1.768 -3.264 -1.742
C -2.698 -3.382 -2.769
C -2.492 -2.730 -3.974
C -1.363 -1.961 -4.180
C -0.426 -1.848 -3.167
C -0.624 -2.476 -1.949
C 0.444 -2.416 -0.899
O 1.544 -2.899 -1.092
N 0.114 -1.808 0.265
C -1.080 -1.038 0.502
C -0.720 0.436 0.714
C 0.286 0.562 1.863
N 0.641 1.936 2.103
N 0.356 2.503 3.283
N 0.742 3.709 3.311
C 1.320 4.012 2.115
C 1.897 5.191 1.644
C 2.408 5.192 0.366
C 3.045 6.421 -0.211
C 2.340 4.030 -0.427
C 1.778 2.856 0.013
C 1.261 2.850 1.305
C 1.519 -0.301 1.581
C 1.080 -1.745 1.339
H -3.935 -3.165 1.041
H -5.009 -4.456 0.487
H -4.509 -3.176 -0.626
H -2.649 -5.245 0.664
H -3.227 -5.335 -1.011
H -3.584 -3.984 -2.648
H -3.227 -2.834 -4.759
H -1.207 -1.460 -5.123
H 0.474 -1.269 -3.313
H -1.580 -1.427 1.397
H -1.756 -1.133 -0.346
H -0.284 0.834 -0.204
H -1.620 1.008 0.942
H -0.186 0.226 2.795
H 1.935 6.064 2.275
H 4.080 6.219 -0.483
H 3.027 7.239 0.503
H 2.519 6.733 -1.113
H 2.752 4.071 -1.426
H 1.746 1.986 -0.625
H 2.207 -0.257 2.426
H 2.038 0.069 0.696
H 0.626 -2.155 2.248
H 1.932 -2.363 1.050
```

=====

*b*
A single C21H24N4O2 molecule. Source: the Open Molecules 2025 dataset; level of theory: ωB97M-V/def2-TZVPD.

## Properties
HOMO energy ... -7.954 eV
Frontier orbital gap ... 8.6 eV
Spin multiplicity ... 1
SMILES ... CC(=O)c1cc(C(=O)N2CCc3c([nH]c4ccccc34)[C@@H]2CC(C)C)[nH]n1
Lowest unoccupied orbital energy ... 0.6 eV

```
51
C21H24N4O2, DFT ωB97M-V/def2-TZVPD
C -7.428 -1.565 -0.303
C -6.018 -2.049 -0.111
O -5.732 -3.198 0.141
C -4.987 -1.011 -0.255
C -3.590 -1.192 -0.169
C -3.053 0.067 -0.364
C -1.733 0.720 -0.494
O -1.699 1.834 -1.011
N -0.618 0.103 -0.054
C -0.631 -1.191 0.607
C 0.650 -1.483 1.397
C 1.803 -1.244 0.485
C 1.750 -0.171 -0.357
N 2.866 -0.139 -1.147
C 3.659 -1.206 -0.821
C 4.886 -1.601 -1.335
C 5.463 -2.738 -0.811
C 4.838 -3.470 0.202
C 3.623 -3.086 0.720
C 3.014 -1.939 0.210
C 0.639 0.813 -0.325
C 0.891 1.904 0.749
C 1.102 3.303 0.164
C 1.171 4.324 1.298
C 2.373 3.375 -0.679
N -4.123 0.886 -0.557
N -5.274 0.270 -0.491
H -7.539 -1.188 -1.317
H -8.130 -2.375 -0.129
H -7.624 -0.739 0.375
H -3.109 -2.133 -0.014
H -0.750 -1.976 -0.150
H -1.488 -1.223 1.285
H 0.709 -0.823 2.267
H 0.622 -2.513 1.751
H 3.078 0.558 -1.841
H 5.370 -1.035 -2.118
H 6.418 -3.073 -1.190
H 5.326 -4.355 0.583
H 3.147 -3.655 1.504
H 0.508 1.302 -1.297
H 1.759 1.627 1.352
H 0.024 1.937 1.411
H 0.240 3.537 -0.469
H 0.261 4.301 1.893
H 2.015 4.111 1.951
H 1.292 5.328 0.899
H 2.287 2.763 -1.573
H 3.232 3.035 -0.103
H 2.556 4.399 -0.995
H -4.046 1.874 -0.761
```

=====

Which of them is the most stable, and which is the least stable? *b* and *a*, in that order.

=====

*a*
A single C3H8NO2 molecule. Source: the Open Molecules 2025 dataset; level of theory: ωB97M-V/def2-TZVPD.

## Properties
HOMO energy (spin up / spin down) ... -10.005 / -9.841 eV
Frontier orbital gap (spin up / spin down) ... 10.8 / 7.6 eV
Spin multiplicity ... 2
Expectation value of S² ... 0.757
Lowest unoccupied orbital energy (spin up / spin down) ... 0.8 / -2.2 eV

```
14
C3H8NO2, DFT ωB97M-V/def2-TZVPD
C 0.311 -1.603 -0.278
O 1.601 -1.745 -0.254
C -0.423 -0.089 -0.367
C 0.486 0.944 0.223
O 0.212 2.407 0.249
N -1.763 0.045 0.327
H -0.115 -2.377 -1.089
H -0.287 -1.946 0.787
H -0.802 0.001 -1.369
H 1.488 1.025 -0.141
H 0.511 0.653 1.313
H -0.770 2.391 0.459
H -2.020 -0.861 0.809
H -2.409 -0.006 -0.481
```

=====

*b*
2 unconnected molecules or ions with the total composition C3H8NO2. Source: the Open Molecules 2025 dataset; level of theory: ωB97M-V/def2-TZVPD.

## Properties
HOMO energy (spin up / spin down) ... -3.496 / -10.621 eV
Frontier orbital gap (spin up / spin down) ... 3.9 / 10.9 eV
Spin multiplicity ... 2
Expectation value of S² ... 0.751
Lowest unoccupied orbital energy (spin up / spin down) ... 0.4 / 0.3 eV

```
14
C3H8NO2, DFT ωB97M-V/def2-TZVPD
O 0.803 -1.525 1.355
C 0.680 -2.353 0.532
O 0.361 -2.106 -0.815
H 0.741 -3.434 0.721
H 1.092 -2.371 -1.367
C -0.051 0.911 -0.208
C -1.042 0.577 -1.008
N -0.129 2.077 0.717
H 0.806 0.298 -0.014
H -0.953 -0.351 -1.546
H -1.928 1.155 -1.233
H -0.385 1.783 1.688
H -0.822 2.780 0.416
H 0.826 2.561 0.761
```

=====

Which of them is the most stable, and which is the least stable? *a* and *b*, in that order.

=====

*a*
A gas-phase ion, C5H8N2 (charge +2). Source: the Open Molecules 2025 dataset; level of theory: ωB97M-V/def2-TZVPD.

## Properties
Total charge ... +2
HOMO energy ... -19.919 eV
Frontier orbital gap ... 9.4 eV
Spin multiplicity ... 1
SMILES ... C=[N+]=C/C=C\[NH+]=C
Lowest unoccupied orbital energy ... -10.5 eV

```
15
C5H8N2, DFT ωB97M-V/def2-TZVPD
C 1.470 1.388 1.520
N 0.929 0.324 1.304
C 0.506 -0.786 0.767
C 0.772 -0.909 -0.716
C -0.044 -0.406 -1.629
N -1.315 0.002 -1.306
C -1.831 -0.170 -0.138
H 2.627 1.493 1.486
H 1.048 2.280 1.919
H -0.084 -1.522 1.116
H 1.753 -1.442 -0.840
H 0.082 -0.250 -2.731
H -1.920 0.548 -1.926
H -2.762 -0.094 0.316
H -1.231 -0.458 0.858
```

=====

*b*
2 unconnected molecules or ions with the total composition C5H8N2. Source: the Open Molecules 2025 dataset; level of theory: ωB97M-V/def2-TZVPD.

## Properties
Total charge ... +2
HOMO energy ... -18.956 eV
Frontier orbital gap ... 7.4 eV
Spin multiplicity ... 1
Lowest unoccupied orbital energy ... -11.5 eV

```
15
C5H8N2, DFT ωB97M-V/def2-TZVPD
C 0.028 -0.086 0.256
C -0.307 1.142 0.468
C -0.822 2.037 -0.524
C 0.976 -2.936 0.013
C -1.183 3.379 -0.314
N 0.832 -1.982 0.826
N 1.502 -4.090 0.372
H -0.188 1.504 1.504
H -0.933 1.620 -1.525
H 0.673 -2.857 -1.040
H -2.226 3.549 -0.667
H -0.724 4.023 -1.096
H -1.034 3.793 0.682
H 1.597 -4.856 -0.283
H 1.809 -4.239 1.329
```

=====

Which of them is the most stable, and which is the least stable? *a* and *b*, in that order.